The following is a quantum chemistry calculation of a cluster of 2 separate species, C7H16BO7S in total, from the Open Molecules 2025 dataset.

Its gap between HOMO and LUMO is 0.2601 Ha. The net charge is -1. The LUMO energy comes out at 2.912 eV. The molar mass comes out at 255.08 g mol⁻¹.

Last column: Löwdin charge in e.
Atoms and positions in Å:
C 4.27359 2.06116 0.60039  -0.0990
C 4.37325 0.52795 0.31591  -0.2186
C 2.96819 -0.16645 0.31571  -0.2298
O 2.14676 0.55153 -0.58922  -0.0814
C 0.89323 0.78866 -0.00775  -0.4193
C -0.20802 1.53237 -0.83863  -0.1448
O -1.29077 1.41068 0.09417  -0.1853
B -0.62285 1.58173 1.43860  -0.6008
O 0.86442 1.56514 1.17282  -0.0986
H 4.95179 2.58302 -0.09866  0.0604
H 3.25588 2.45811 0.45182  0.0657
H 4.55287 2.23740 1.65659  0.0675
H 4.82539 0.29282 -0.66680  0.0939
H 4.97462 0.02791 1.10455  0.0957
H 3.04828 -1.23577 0.01259  0.1175
H 2.58277 -0.17620 1.35313  0.1265
H 0.37445 -0.15377 0.31010  0.1445
H -0.01277 2.62986 -0.80248  0.1235
H -0.45144 1.16397 -1.85413  0.1121
H -0.95405 2.64362 1.91055  0.0492
H -0.80313 0.59207 2.13583  0.0576
C -3.25718 -1.14779 -0.17630  -0.1520
C -3.83543 -1.35109 -1.56210  -0.1649
O -3.62767 -2.74073 -1.84792  -0.1999
S -3.72374 -3.58292 -0.47302  0.6213
O -5.04152 -4.12828 -0.36675  -0.2461
O -2.55508 -4.39452 -0.36113  -0.2335
O -3.60563 -2.34267 0.54743  -0.1885
H -2.17016 -1.06681 -0.20884  0.1258
H -3.66602 -0.27106 0.31796  0.1393
H -3.34771 -0.72957 -2.30868  0.1344
H -4.91230 -1.16037 -1.57574  0.1278

=====

The following is a quantum chemistry calculation of a structure of composition C16H15BrMnN5O3S, from the Open Molecules 2025 dataset.

Its spin multiplicity is 6. Its gap between HOMO and LUMO (spin up / spin down) is 0.1810 / 0.2710 Ha. The expectation value of S² is 8.9818. The net charge is -1. The LUMO energy (spin up / spin down) comes out at 2.504 / 2.507 eV. The value obtained for the energy relative to the best compared isomer or geometry (same formula, charge and spin) is 49.1 kJ/mol. The molar mass comes out at 492.24 g mol⁻¹.

Last column: Löwdin charge in e.
Atoms and positions in Å:
Mn 0.21882 -0.03581 0.26367  0.6904
C -2.89556 -2.31724 -1.73920  -0.0504
C -1.62893 -1.68782 -1.25338  -0.2958
N -1.59958 -0.55809 -0.54773  -0.1264
N -2.77184 0.13308 -0.32292  -0.0096
C -2.56188 1.27317 0.23341  -0.8553
N -3.66885 2.06878 0.53822  0.0222
S -1.00348 1.92395 0.71181  0.6334
C -0.36138 -2.23854 -1.55271  -0.2351
C -0.17410 -3.40269 -2.34082  -0.0442
C 1.08483 -3.85701 -2.60475  -0.1021
C 2.20052 -3.16324 -2.08949  -0.0937
C 1.96496 -2.04611 -1.32401  -0.1413
N 0.74470 -1.57208 -1.05541  0.0059
H -3.75124 -1.73940 -1.40348  0.0531
H -2.99529 -3.33998 -1.36686  0.0783
H -2.92127 -2.36886 -2.83174  0.0767
H -4.45051 1.86962 -0.07016  0.0729
H -3.45043 3.05088 0.59190  0.0478
H -1.03926 -3.92555 -2.72618  0.0943
H 1.22093 -4.74743 -3.20727  0.0925
H 3.21416 -3.49469 -2.25965  0.0845
H 2.77396 -1.47211 -0.89054  0.0942
C 2.13242 2.04276 1.69408  -0.1074
C 2.00156 0.99348 0.61209  -0.4411
O 2.96231 0.65881 -0.04085  -0.0110
H 3.18196 2.30393 1.83618  0.0712
H 1.68803 1.67473 2.61973  0.0711
H 1.55480 2.92069 1.39830  0.0440
Br 0.71519 -5.60459 6.56818  0.6953
C 0.23206 -3.97933 5.71768  -0.6737
C -0.49473 -3.03493 6.42620  -0.2149
N -0.86884 -1.87621 5.89658  0.0635
C -0.51982 -1.63118 4.63424  -0.0773
C 0.21007 -2.51748 3.85142  -0.0989
C 0.59449 -3.72807 4.40932  -0.0534
C 0.59689 -2.19690 2.41041  -0.5943
O 1.21910 -3.03915 1.77744  0.0430
O 0.22850 -1.03254 2.03065  -0.1339
H -0.77916 -3.23056 7.45420  0.0923
H -0.82867 -0.68624 4.20462  0.1180
H 1.15958 -4.43020 3.81117  0.1152

=====

The following is a quantum chemistry calculation of a structure of composition C21H44N7SiTc, from the Open Molecules 2025 dataset.

Its spin multiplicity is 4. Its gap between HOMO and LUMO (spin up / spin down) is 0.3265 / 0.2448 Ha. The expectation value of S² is 3.7712. The net charge is +3. The LUMO energy (spin up / spin down) comes out at -8.305 / -10.685 eV. The value obtained for the energy relative to the best compared isomer or geometry (same formula, charge and spin) is 0.0 kJ/mol. The molar mass comes out at 520.72 g mol⁻¹.

Last column: Löwdin charge in e.
Atoms and positions in Å:
Tc 0.15770 -0.21075 0.01919  1.6621
C 1.14030 2.72890 0.02443  -0.1300
C 2.30693 1.84587 -0.36720  -0.1499
N 2.22594 0.53651 0.35468  -0.1556
C 2.52518 0.65794 1.82378  -0.1363
C 1.48209 -0.06945 2.66140  -0.1464
N 0.11385 0.20976 2.13025  -0.1457
C -0.35920 1.60313 2.43853  -0.1230
C -0.98811 2.23984 1.21354  -0.1465
N -0.13847 1.94522 0.02219  -0.1421
H 1.27797 3.15265 1.01735  0.1206
H 1.06259 3.57138 -0.66296  0.1504
H 2.28210 1.62357 -1.43340  0.1037
H 3.25487 2.34526 -0.15387  0.1497
H 2.93363 -0.05880 -0.06460  0.1077
H 3.51576 0.25506 2.03534  0.1464
H 2.56522 1.71621 2.07604  0.1226
H 1.62613 -1.14848 2.62173  0.1088
H 1.55098 0.23800 3.70742  0.1496
H -0.53064 -0.44921 2.56324  0.0861
H -1.07422 1.57315 3.26108  0.1476
H 0.49745 2.17472 2.79173  0.1219
H -1.97198 1.81936 1.01149  0.0927
H -1.09782 3.31733 1.35403  0.1506
H -0.67373 2.20510 -0.80395  0.1392
C 1.72396 -0.15368 -3.47568  -0.0062
C 0.24483 -0.21442 -3.28518  -0.2796
C -0.64622 -0.21546 -4.35041  0.0199
C -2.01193 -0.29254 -4.11270  0.0193
C -2.51153 -0.39142 -2.81908  0.0239
C -1.58396 -0.40275 -1.79377  -0.4139
N -0.25171 -0.29396 -2.04014  -0.0169
N -1.74031 -0.50576 -0.41590  -0.1836
Si -3.26223 -1.02022 0.45538  0.4645
C -2.67949 -1.56837 2.14925  -0.1590
C -4.43143 0.41430 0.55471  -0.1491
C -3.97663 -2.43625 -0.51341  -0.1392
H 2.02935 -0.82616 -4.27622  0.1078
H 2.25104 -0.44911 -2.56822  0.0630
H 2.03950 0.84933 -3.76918  0.1045
H -0.26526 -0.16278 -5.36068  0.1399
H -2.70024 -0.28448 -4.94779  0.1394
H -3.57010 -0.46065 -2.62377  0.1157
H -2.64637 -0.73645 2.85831  0.0387
H -1.71940 -2.09110 2.13718  0.0131
H -3.39676 -2.27780 2.56583  0.0606
H -4.10329 1.21954 1.21251  0.0305
H -5.37707 0.04920 0.96564  0.0627
H -4.65936 0.83829 -0.42422  0.0467
H -3.23120 -3.12747 -0.91075  0.0226
H -4.59464 -2.09375 -1.34368  0.0454
H -4.63215 -3.00851 0.14751  0.0599
C -0.77158 -4.69018 -1.63028  -0.0484
C -0.51457 -4.89926 -0.14438  -0.1646
N 0.84668 -4.51720 0.28213  -0.0362
C 1.76869 -5.64869 0.55880  -0.1641
C 2.29870 -6.28827 -0.71258  -0.0423
C 1.22057 -3.25867 0.36296  -0.3548
C 2.63402 -2.94013 0.73457  0.0207
N 0.35387 -2.26446 0.11200  -0.0216
H -1.76469 -5.06489 -1.87501  0.0956
H -0.05100 -5.24300 -2.22878  0.0831
H -0.72166 -3.64203 -1.93324  0.0607
H -0.62583 -5.95249 0.10396  0.1364
H -1.23908 -4.36833 0.48224  0.1193
H 1.19534 -6.36492 1.14671  0.1360
H 2.57271 -5.30036 1.19999  0.1123
H 1.50327 -6.75934 -1.28758  0.0806
H 3.01673 -7.06492 -0.45281  0.0995
H 2.80327 -5.56133 -1.34999  0.0844
H 3.33507 -3.48785 0.10699  0.1096
H 2.83828 -3.21310 1.77061  0.1133
H 2.82208 -1.88161 0.61357  0.0426
H -0.55700 -2.64312 -0.12549  0.0232